15
Properties=species:S:1:pos:R:3:forces:R:3 method="wB97M-V/def2-TZVPD" total_energy_ev=-6356.94885 largest_force_ev_per_a=1.09 homo_energy_ev=-9.81 molar_mass_g_mol=74.1 homo_lumo_gap_ev=11.0 e_above_lowest_ev=0.854
H 3.1112 -1.2012 -0.4721 0.046 0.242 0.274
H -2.1448 1.4861 0.2583 -0.042 -0.147 0.078
C -2.1375 0.4282 0.5470 -0.079 0.051 0.093
H -1.4551 -0.3080 -1.3747 0.227 0.069 0.262
O 1.1580 -0.7536 -0.6565 0.012 -0.022 -0.134
H -3.1582 0.0447 0.4686 0.112 0.071 0.011
C -1.1645 -0.3606 -0.3138 0.090 0.034 0.081
H 0.5739 0.3319 0.9477 -0.945 -0.179 -0.505
C 0.2516 0.1673 -0.1195 -0.224 0.190 0.158
H 2.3805 -0.0939 0.8238 0.614 -0.416 -0.452
H 2.7734 0.5323 -0.7952 0.025 -0.138 0.025
C 2.4378 -0.3676 -0.2552 0.393 0.104 0.126
H -1.1808 -1.4263 -0.0513 0.048 0.218 0.065
H -1.8214 0.3647 1.5937 -0.177 0.071 -0.071
H 0.3759 1.1560 -0.6009 -0.100 -0.149 -0.009